Below is a cluster of 21 separate species, C42H126O21S21 in total, with properties calculated with ωB97M-V/def2-TZVPD.

For the gap between HOMO and LUMO, the calculation gives 0.286 Ha. As for the relative energy (zero: lowest compared OMol25 entry of this formula, charge and spin): 46.4 kcal/mol.

Last column: Löwdin charge in e.
Geometry (Å):
C  4.81  -1.45  -2.98  -0.265
S  4.85  0.28  -3.37  0.841
O  3.69  0.91  -2.62  -0.573
C  6.42  0.62  -2.50  -0.278
H  5.72  -1.90  -3.36  0.060
H  3.85  -1.85  -3.43  0.077
H  4.66  -1.48  -1.91  0.019
H  6.78  1.60  -2.84  0.049
H  7.23  -0.11  -2.77  0.070
H  6.39  0.50  -1.38  0.027
C  -5.38  -0.29  -7.25  -0.255
S  -4.39  1.19  -6.77  0.864
O  -4.32  1.27  -5.26  -0.641
C  -2.80  0.39  -7.18  -0.271
H  -4.95  -0.61  -8.21  0.048
H  -6.47  -0.08  -7.42  0.048
H  -5.22  -1.03  -6.44  0.065
H  -2.64  -0.66  -6.74  0.041
H  -1.99  1.01  -6.84  0.024
H  -2.70  0.38  -8.29  0.055
C  6.26  -1.87  0.73  -0.262
S  4.86  -2.74  1.44  0.835
O  4.09  -3.26  0.27  -0.566
C  5.78  -4.20  1.83  -0.298
H  6.95  -2.59  0.23  0.091
H  6.66  -1.31  1.51  -0.004
H  5.74  -1.23  0.04  0.018
H  6.61  -3.96  2.51  0.058
H  6.22  -4.66  0.89  0.082
H  5.19  -5.03  2.23  0.040
C  2.79  6.11  6.70  -0.278
S  3.05  5.86  4.95  0.815
O  2.74  4.40  4.68  -0.583
C  1.67  6.76  4.28  -0.257
H  2.93  7.19  6.97  0.075
H  3.50  5.42  7.20  0.056
H  1.80  5.70  6.91  0.052
H  0.77  6.33  4.72  0.062
H  1.67  6.62  3.20  0.028
H  1.77  7.81  4.54  0.057
C  -5.24  2.21  2.32  -0.201
S  -6.88  1.96  1.47  0.849
O  -6.56  1.39  0.12  -0.588
C  -7.38  0.51  2.35  -0.282
H  -5.48  2.29  3.38  0.049
H  -4.93  3.14  1.87  0.035
H  -4.57  1.41  2.08  0.036
H  -7.51  0.68  3.42  0.057
H  -6.61  -0.22  2.29  0.022
H  -8.25  0.10  1.80  0.063
C  3.70  -6.60  0.30  -0.235
S  2.13  -7.27  -0.48  0.824
O  1.03  -6.40  0.11  -0.582
C  2.27  -6.59  -2.09  -0.276
H  4.54  -7.15  -0.17  0.061
H  3.59  -6.92  1.34  0.044
H  3.63  -5.54  0.15  -0.002
H  2.60  -5.51  -1.98  0.089
H  1.23  -6.66  -2.43  0.005
H  2.87  -7.07  -2.81  0.040
C  3.83  6.76  -1.93  -0.214
S  2.60  5.42  -2.24  0.796
O  2.35  5.57  -3.72  -0.575
C  3.71  4.02  -1.98  -0.252
H  3.23  7.62  -2.25  0.057
H  4.53  6.47  -2.69  0.033
H  4.20  6.75  -0.91  0.053
H  4.33  4.30  -1.14  0.022
H  4.33  3.93  -2.93  0.094
H  3.18  3.11  -1.89  0.007
C  3.05  -2.79  6.18  -0.251
S  1.30  -2.47  6.40  0.845
O  0.90  -1.51  5.31  -0.572
C  0.58  -4.00  5.83  -0.252
H  3.26  -2.71  5.12  0.048
H  3.31  -3.75  6.67  0.070
H  3.61  -1.99  6.56  0.029
H  0.98  -4.85  6.38  0.055
H  0.89  -4.13  4.76  0.062
H  -0.47  -3.87  5.99  0.031
C  -4.49  -1.71  0.43  -0.233
S  -5.20  -3.09  -0.55  0.833
O  -4.95  -4.32  0.26  -0.579
C  -7.01  -2.62  -0.32  -0.210
H  -4.58  -1.96  1.50  0.048
H  -4.92  -0.79  0.20  -0.004
H  -3.40  -1.60  0.28  0.037
H  -7.36  -1.78  -0.91  0.037
H  -7.19  -2.42  0.76  0.055
H  -7.45  -3.56  -0.58  0.025
C  -4.95  -4.54  4.75  -0.281
S  -4.92  -2.84  5.14  0.777
O  -5.00  -2.84  6.62  -0.550
C  -3.28  -2.34  4.65  -0.248
H  -5.79  -4.96  5.33  0.062
H  -4.05  -5.07  5.10  0.062
H  -5.18  -4.67  3.69  0.051
H  -3.13  -1.52  5.40  0.057
H  -3.40  -1.94  3.65  0.026
H  -2.52  -3.09  4.79  0.038
C  -2.78  -5.49  -2.28  -0.253
S  -1.87  -6.72  -3.25  0.877
O  -0.54  -6.01  -3.40  -0.593
C  -1.67  -7.97  -1.88  -0.232
H  -3.50  -5.95  -1.62  0.043
H  -3.22  -4.92  -3.09  0.026
H  -2.03  -4.95  -1.70  0.055
H  -1.20  -7.64  -0.97  0.037
H  -1.02  -8.69  -2.41  0.044
H  -2.62  -8.48  -1.91  0.036
C  -1.50  -0.69  -3.57  -0.239
S  -1.68  -2.33  -4.33  0.859
O  -1.69  -2.12  -5.87  -0.579
C  -0.09  -2.97  -4.01  -0.297
H  -1.57  -0.65  -2.49  0.039
H  -2.17  -0.04  -4.13  0.024
H  -0.56  -0.22  -3.84  0.037
H  0.06  -3.09  -2.89  0.078
H  0.62  -2.22  -4.40  0.067
H  0.08  -3.93  -4.42  0.013
C  -4.59  4.11  -3.73  -0.240
S  -4.98  3.33  -2.09  0.781
O  -4.76  4.38  -1.03  -0.563
C  -3.63  2.17  -2.00  -0.265
H  -5.56  4.42  -4.14  0.030
H  -4.18  3.35  -4.49  0.046
H  -3.85  4.90  -3.58  0.039
H  -4.06  1.53  -1.24  0.018
H  -2.74  2.75  -1.65  0.059
H  -3.51  1.56  -2.92  0.045
C  -6.40  0.29  -3.10  -0.259
S  -6.92  1.63  -4.16  0.799
O  -7.54  0.86  -5.31  -0.547
C  -8.25  2.13  -3.13  -0.279
H  -7.20  -0.37  -2.84  0.043
H  -6.00  0.66  -2.13  0.022
H  -5.63  -0.19  -3.68  0.036
H  -8.46  3.17  -3.48  0.066
H  -8.16  2.09  -2.08  0.024
H  -9.12  1.56  -3.45  0.057
C  -1.61  -4.31  1.74  -0.254
S  -0.85  -2.71  1.54  0.820
O  -0.84  -2.52  0.03  -0.598
C  1.00  -3.10  1.78  -0.218
H  -1.43  -4.73  2.71  0.042
H  -1.04  -5.00  1.15  0.031
H  -2.65  -4.24  1.42  0.037
H  1.39  -3.30  0.79  0.031
H  1.20  -3.95  2.43  0.030
H  1.50  -2.20  2.23  0.030
C  9.11  2.44  0.73  -0.256
S  8.72  0.76  0.17  0.768
O  9.76  0.26  -0.78  -0.557
C  9.20  0.01  1.76  -0.257
H  10.10  2.47  1.21  0.061
H  8.20  2.67  1.32  0.041
H  9.11  3.12  -0.15  0.061
H  8.62  0.56  2.55  0.065
H  10.28  0.18  1.80  0.054
H  8.99  -1.07  1.71  0.042
C  0.60  1.90  3.76  -0.278
S  -1.12  2.00  4.19  0.831
O  -1.86  1.30  3.08  -0.575
C  -1.01  0.73  5.51  -0.260
H  0.88  0.91  3.56  0.023
H  1.23  2.42  4.50  0.053
H  0.63  2.44  2.80  0.027
H  -0.36  1.07  6.35  0.068
H  -0.69  -0.23  5.10  0.016
H  -1.99  0.69  5.94  0.024
C  -0.56  4.70  -4.67  -0.277
S  0.14  3.38  -3.71  0.797
O  -0.82  2.31  -3.25  -0.551
C  1.17  2.70  -4.99  -0.253
H  -1.34  5.23  -4.17  0.030
H  -1.04  4.38  -5.64  0.082
H  0.19  5.49  -4.91  0.056
H  0.50  2.07  -5.64  0.071
H  1.83  2.00  -4.45  0.036
H  1.76  3.49  -5.50  0.066
C  -1.92  5.33  1.23  -0.205
S  -0.36  5.95  0.41  0.819
O  0.15  7.12  1.23  -0.580
C  0.73  4.61  0.70  -0.286
H  -2.81  5.91  0.93  0.061
H  -1.62  5.59  2.26  0.042
H  -1.98  4.25  1.10  0.042
H  1.68  4.89  0.32  0.004
H  0.24  3.80  0.22  0.024
H  0.80  4.38  1.77  0.058
C  1.49  -0.64  -1.05  -0.172
S  0.90  0.09  0.61  0.851
O  1.90  1.15  0.94  -0.579
C  -0.50  1.02  -0.04  -0.246
H  0.63  -1.17  -1.45  0.012
H  2.26  -1.29  -0.72  0.012
H  1.86  0.16  -1.71  0.037
H  -1.19  0.41  -0.57  0.020
H  -0.18  1.72  -0.82  0.044
H  -1.01  1.46  0.82  0.031
C  4.07  1.28  3.57  -0.232
S  5.27  2.07  2.45  0.853
O  5.86  0.91  1.69  -0.605
C  4.11  2.91  1.27  -0.224
H  4.61  0.57  4.23  0.060
H  3.33  0.79  2.98  0.025
H  3.70  2.11  4.16  0.016
H  3.69  2.07  0.68  0.042
H  4.79  3.54  0.70  0.025
H  3.38  3.51  1.71  0.020

Below is a structure of composition C42H21Cl2F15GeN3O2STi, with properties calculated with ωB97M-V/def2-TZVPD.

For the gap between HOMO and LUMO, the calculation gives 0.194 Ha. As for the relative energy (zero: lowest compared OMol25 entry of this formula, charge and spin): 14.3 kcal/mol. Its net charge is +3.

Last column: Löwdin charge in e.
Geometry (Å):
Ti  -1.43  0.20  1.28  0.790
C  0.12  1.70  5.13  0.034
O  -0.04  0.22  5.12  0.130
C  -0.48  -0.10  3.96  -0.326
N  -0.64  0.83  3.07  0.016
C  -0.19  2.15  3.69  -0.165
C  0.93  2.81  2.91  -0.191
C  0.58  3.73  1.92  -0.048
C  1.56  4.37  1.17  -0.057
C  2.90  4.10  1.43  -0.034
C  3.26  3.20  2.42  -0.043
C  2.27  2.56  3.16  -0.031
C  -0.97  -1.45  3.65  -0.172
C  -0.79  -2.63  4.34  0.101
C  -1.43  -3.77  3.85  0.072
C  -2.27  -3.69  2.73  0.105
C  -2.39  -2.47  2.11  -0.160
N  -1.73  -1.40  2.56  -0.096
C  -3.18  -2.09  0.92  -0.317
N  -2.99  -0.92  0.40  0.010
C  -3.96  -0.78  -0.73  -0.197
C  -4.76  -2.10  -0.64  0.036
O  -4.09  -2.86  0.44  0.129
C  -3.33  -0.53  -2.08  -0.188
C  -1.96  -0.34  -2.27  -0.043
C  -1.46  -0.05  -3.53  -0.051
C  -2.32  0.05  -4.62  -0.027
C  -3.68  -0.15  -4.44  -0.026
C  -4.18  -0.43  -3.18  -0.019
H  1.12  1.93  5.46  0.135
H  -0.60  2.08  5.86  0.150
H  -1.04  2.83  3.69  0.146
H  -0.46  3.98  1.75  0.105
H  1.28  5.11  0.43  0.122
H  3.68  4.62  0.87  0.124
H  4.30  2.99  2.63  0.124
H  2.58  1.84  3.92  0.122
H  -0.16  -2.67  5.22  0.156
H  -1.30  -4.72  4.35  0.148
H  -2.81  -4.55  2.36  0.156
H  -4.60  0.07  -0.50  0.141
H  -4.71  -2.69  -1.54  0.148
H  -5.79  -1.97  -0.33  0.149
H  -1.28  -0.49  -1.45  0.036
H  -0.39  0.11  -3.67  0.089
H  -1.93  0.28  -5.60  0.127
H  -4.36  -0.08  -5.28  0.127
H  -5.26  -0.55  -3.05  0.134
Cl  -3.78  0.72  3.01  0.708
C  -4.21  2.11  2.00  -0.782
Cl  -2.92  2.29  0.76  0.729
H  -4.24  3.01  2.60  0.061
H  -5.15  1.93  1.50  0.058
F  2.99  0.24  1.59  0.055
C  3.87  -0.49  0.88  -0.225
C  3.48  -1.06  -0.32  -0.141
C  4.43  -1.79  -1.03  -0.207
F  4.13  -2.34  -2.20  0.128
C  5.71  -1.95  -0.56  -0.126
F  6.61  -2.64  -1.24  0.178
C  6.07  -1.36  0.65  -0.111
F  7.29  -1.50  1.11  0.193
C  5.14  -0.63  1.37  -0.131
F  5.49  -0.06  2.52  0.148
Ge  1.71  -0.75  -1.01  0.897
S  0.29  -1.19  0.73  0.611
C  1.47  1.15  -1.43  -0.115
C  0.41  1.93  -1.08  -0.186
F  -0.51  1.49  -0.12  -0.166
C  0.17  3.20  -1.53  -0.154
F  -0.88  3.89  -1.09  0.126
C  1.06  3.75  -2.43  -0.117
F  0.87  4.96  -2.88  0.197
C  2.18  3.02  -2.81  -0.113
F  3.04  3.56  -3.65  0.193
C  2.37  1.75  -2.31  -0.210
F  3.45  1.08  -2.72  0.139
C  1.14  -1.91  -2.44  -0.154
C  0.70  -3.20  -2.16  -0.222
F  0.64  -3.66  -0.90  0.054
C  0.34  -4.08  -3.16  -0.128
F  -0.08  -5.31  -2.86  0.161
C  0.42  -3.68  -4.48  -0.109
F  0.07  -4.50  -5.44  0.194
C  0.86  -2.40  -4.79  -0.130
F  0.92  -2.01  -6.05  0.171
C  1.21  -1.55  -3.77  -0.243
F  1.60  -0.31  -4.12  0.100

Number 1: lowest unoccupied orbital energy -0.14 eV, largest force on an atom 0.063 hartree/bohr. Number 2: lowest unoccupied orbital energy -10.86 eV, largest force on an atom 0.037 hartree/bohr.